{"formula": "C20H49BN4O6PS", "method": "ωB97M-V with the def2-TZVPD basis set", "lumo_energy_ev": 1.87, "e_tot_ha": -2226.125884, "max_force_ev_per_a": 9.21, "charge": -1, "e_homo_ha": -0.168, "homo_lumo_gap_ha": 0.2371, "elements": ["C", "C", "C", "C", "C", "C", "N", "C", "S", "C", "O", "B", "P", "O", "O", "H", "H", "H", "H", "H", "H", "H", "H", "H", "H", "H", "H", "H", "H", "H", "H", "C", "C", "C", "O", "C", "N", "H", "H", "H", "H", "H", "H", "H", "H", "H", "H", "H", "C", "C", "C", "O", "C", "N", "H", "H", "H", "H", "H", "H", "H", "H", "H", "H", "H", "C", "C", "C", "O", "C", "N", "H", "H", "H", "H", "H", "H", "H", "H", "H", "H", "H"], "positions_angstrom": [[-0.3077, -1.6452, -2.1174], [-1.5483, -0.8525, -1.3754], [-2.9485, -1.6698, -1.6068], [-1.5967, 0.7430, -1.7405], [-2.8229, 1.2007, -2.7270], [-4.1719, 1.7342, -1.9272], [-4.0516, 2.8913, -0.9605], [-3.9042, 2.3693, 0.3309], [-3.0779, 1.7506, 1.7216], [-5.3114, 2.3165, -2.9933], [-6.5466, 1.4984, -2.7732], [-6.0004, 0.2448, -2.1587], [-7.1766, -0.8681, -1.1315], [-8.3996, -1.3356, -2.0496], [-5.0007, 0.7720, -1.1861], [-0.5802, -1.9091, -3.2306], [0.6415, -0.9276, -2.1006], [-0.1147, -2.6398, -1.5040], [-1.3156, -0.9190, -0.2062], [-2.6753, -2.8287, -1.5180], [-3.4394, -1.5390, -2.6605], [-3.7339, -1.4827, -0.7311], [-0.5889, 0.9780, -2.3363], [-1.5167, 1.3631, -0.7407], [-2.4247, 2.1530, -3.3272], [-3.0841, 0.4061, -3.5759], [-5.6990, 3.4174, -2.7591], [-4.9685, 2.3567, -4.1168], [-5.5704, -0.4965, -2.9636], [-6.5624, -2.0519, -0.5865], [-7.7231, -0.0948, -0.0240], [0.0191, -1.0612, 3.3011], [-0.2867, -0.5020, 4.6884], [-0.4052, -1.5905, 5.7803], [-1.6344, -2.3217, 5.7521], [-1.6688, -3.3719, 4.7986], [-1.5025, 0.3218, 4.6137], [-0.8548, -1.5130, 2.8251], [0.3635, -0.2606, 2.6356], [0.8120, -1.8155, 3.3476], [0.5520, 0.1488, 4.9649], [-0.3837, -1.0909, 6.7567], [0.4529, -2.2732, 5.7645], [-0.6942, -3.8531, 4.6759], [-2.0334, -2.9949, 3.8414], [-2.3833, -4.1238, 5.1474], [-1.6475, 0.7718, 5.5190], [-2.2983, -0.3170, 4.5316], [4.4170, 3.7590, 3.2271], [3.2631, 3.0563, 3.9380], [3.4959, 1.5416, 4.1442], [3.3131, 0.7517, 2.9655], [4.4320, 0.7350, 2.0932], [2.0185, 3.3152, 3.1988], [4.4322, 3.5650, 2.1516], [4.3356, 4.8454, 3.3517], [5.3817, 3.4505, 3.6444], [3.1726, 3.5117, 4.9319], [2.7455, 1.1803, 4.8583], [4.4742, 1.3416, 4.5976], [5.3815, 0.7735, 2.6352], [4.3630, 1.5599, 1.3819], [4.4005, -0.1958, 1.5185], [1.2373, 2.9268, 3.7298], [2.0431, 2.7415, 2.3513], [4.5191, -0.5965, -5.9654], [4.2133, -0.0373, -4.5781], [4.0948, -1.1258, -3.4863], [2.8656, -1.8570, -3.5144], [2.8312, -2.9072, -4.4679], [2.9975, 0.7865, -4.6528], [3.6452, -1.0482, -6.4414], [4.8635, 0.2041, -6.6309], [5.3120, -1.3508, -5.9189], [5.0520, 0.6135, -4.3017], [4.1163, -0.6262, -2.5098], [4.9529, -1.8085, -3.5021], [3.8058, -3.3884, -4.5906], [2.4666, -2.5302, -5.4252], [2.1167, -3.6591, -4.1191], [2.8525, 1.2365, -3.7476], [2.2017, 0.1477, -4.7350]], "atomic_forces_ev_per_a": [[-0.36, 0.63, 0.46], [-0.06, -0.48, 0.76], [0.26, -1.22, 0.74], [0.84, -0.29, -0.65], [0.45, 1.40, 0.34], [-3.40, -0.20, -0.99], [2.08, -3.81, 8.13], [2.64, 1.35, -4.78], [-2.85, 1.95, -3.56], [-1.75, 0.59, -0.24], [2.36, 0.39, -0.36], [0.44, 1.52, 0.51], [-4.55, -0.71, -2.52], [2.53, 0.67, 2.22], [2.42, 0.32, -1.57], [0.56, 0.51, 2.13], [-1.89, -1.83, -0.07], [-0.20, 2.04, -1.44], [-0.48, 0.11, -2.46], [-0.50, 2.34, -0.22], [0.90, 0.00, 2.15], [1.67, -0.04, -2.20], [-2.07, -0.45, 1.23], [-0.55, -1.10, -2.17], [-0.96, -1.91, 1.31], [0.30, 1.64, 2.22], [1.38, -2.20, -0.20], [-0.50, -0.61, 1.93], [0.61, -0.69, -0.86], [0.11, 0.71, 0.26], [0.61, -0.70, -0.05], [0.23, 0.08, -0.26], [-0.37, -0.35, -0.17], [-0.24, 0.27, 0.15], [0.69, 0.03, 0.02], [-0.43, 0.05, 0.06], [0.00, -0.16, 0.41], [0.02, 0.06, 0.14], [-0.09, -0.12, 0.17], [-0.07, 0.07, -0.01], [-0.08, -0.06, 0.11], [-0.14, -0.07, -0.09], [-0.02, -0.09, -0.17], [0.03, 0.10, -0.03], [0.16, -0.15, -0.13], [0.10, 0.14, 0.06], [0.03, 0.03, -0.23], [0.20, 0.22, -0.13], [0.21, 0.28, 0.08], [-0.01, -0.22, -0.45], [-0.36, 0.00, -0.03], [0.41, 0.20, 0.51], [-0.36, -0.17, -0.22], [0.02, -0.41, 0.19], [-0.07, -0.06, 0.13], [-0.07, -0.22, -0.03], [-0.07, 0.01, -0.06], [-0.06, -0.15, -0.03], [0.02, 0.00, -0.19], [0.12, 0.04, -0.13], [-0.03, 0.10, 0.04], [0.24, 0.05, -0.01], [-0.07, 0.07, 0.15], [0.05, 0.21, -0.12], [-0.01, 0.25, 0.17], [0.25, 0.07, -0.25], [-0.38, -0.29, -0.09], [-0.28, 0.21, 0.15], [0.77, 0.04, -0.06], [-0.44, 0.06, 0.15], [0.00, -0.17, 0.37], [0.05, 0.05, 0.15], [-0.12, -0.10, 0.16], [-0.09, 0.04, 0.00], [-0.10, -0.06, 0.11], [-0.14, -0.06, -0.10], [-0.01, -0.09, -0.16], [0.04, 0.09, -0.04], [0.14, -0.14, -0.14], [0.09, 0.15, 0.07], [0.03, 0.02, -0.24], [0.20, 0.20, -0.07]]}